Record 1
Molecular formula: C51H44AuN2OP2S2
Method: DFT, the ωB97M-V functional and the def2-TZVPD basis

The geometry in XYZ format:
```
103
Properties=species:S:1:pos:R:3:mulliken_charge:R:1
Au -0.65 -0.13 0.55 0.117
O 1.73 0.62 -0.21 -0.770
S 2.24 0.88 1.19 1.398
C 3.34 -0.47 1.59 -0.104
C 4.48 -0.81 0.90 -0.022
C 5.41 -1.73 1.42 -1.426
C 5.19 -2.25 2.68 0.425
C 6.00 -3.14 3.56 -0.819
C 5.16 -3.30 4.85 -0.740
C 3.92 -2.52 4.62 -0.109
C 2.78 -2.30 5.37 -1.245
C 1.72 -1.60 4.79 0.266
C 1.78 -1.02 3.53 -0.368
P 0.21 -0.43 2.80 1.363
C -0.88 -1.79 3.35 0.842
C -0.54 -3.04 2.82 -0.750
C -1.31 -4.15 3.11 -0.738
C -2.43 -4.02 3.92 -0.595
C -2.77 -2.78 4.45 -0.665
C -2.00 -1.66 4.17 -0.344
C -0.26 1.05 3.72 1.320
C -1.53 1.56 3.46 -0.293
C -1.97 2.70 4.11 -1.101
C -1.13 3.34 5.01 -0.864
C 0.13 2.83 5.28 -0.955
C 0.57 1.68 4.64 -0.723
C 3.00 -1.11 2.80 -1.372
C 3.99 -1.93 3.35 1.355
C 3.37 2.25 0.91 0.490
C 4.64 2.29 1.45 -0.321
C 5.52 3.35 1.21 -1.655
C 5.07 4.41 0.44 0.135
C 5.72 5.68 0.02 -0.797
C 4.63 6.47 -0.72 -0.746
C 3.44 5.58 -0.73 -0.169
C 2.17 5.73 -1.25 -1.366
C 1.25 4.70 -1.04 0.095
C 1.53 3.52 -0.36 0.259
P 0.10 2.38 -0.30 1.375
C -0.29 2.29 -2.07 1.526
C -1.27 3.12 -2.63 -0.471
C -1.43 3.14 -4.00 -0.871
C -0.62 2.36 -4.82 -0.646
C 0.33 1.52 -4.26 -0.857
C 0.50 1.48 -2.88 -0.841
C -1.22 3.34 0.50 0.618
C -0.95 4.42 1.33 -0.597
C -2.00 5.16 1.84 -0.883
C -3.31 4.80 1.57 -0.858
C -3.58 3.68 0.80 -0.774
C -2.54 2.94 0.27 -0.643
C 2.84 3.33 0.17 -2.194
C 3.75 4.39 -0.04 1.809
H 4.68 -0.34 -0.05 0.622
H 6.28 -1.99 0.85 0.497
H 6.98 -2.71 3.76 0.342
H 6.18 -4.10 3.07 0.351
H 5.70 -2.91 5.72 0.321
H 4.94 -4.34 5.09 0.329
H 2.68 -2.69 6.37 0.542
H 0.80 -1.49 5.37 0.642
H 0.33 -3.12 2.18 0.410
H -1.03 -5.11 2.71 0.483
H -3.04 -4.89 4.13 0.467
H -3.62 -2.69 5.10 0.542
H -2.25 -0.71 4.60 0.492
H -2.17 1.06 2.74 0.624
H -2.96 3.08 3.92 0.639
H -1.46 4.24 5.50 0.504
H 0.77 3.32 6.00 0.512
H 1.54 1.27 4.87 0.493
H 4.98 1.47 2.06 0.718
H 6.51 3.33 1.62 0.499
H 6.57 5.47 -0.64 0.323
H 6.14 6.22 0.87 0.386
H 4.93 6.76 -1.73 0.361
H 4.39 7.40 -0.20 0.292
H 1.86 6.61 -1.79 0.532
H 0.25 4.83 -1.43 0.601
H -1.90 3.74 -2.00 0.535
H -2.18 3.79 -4.43 0.526
H -0.74 2.40 -5.89 0.491
H 0.93 0.89 -4.89 0.507
H 1.23 0.83 -2.43 0.470
H 0.07 4.71 1.55 0.634
H -1.80 6.03 2.45 0.514
H -4.12 5.38 1.98 0.456
H -4.60 3.40 0.59 0.531
H -2.74 2.07 -0.34 0.664
C -4.88 -0.45 -2.78 -0.874
N -4.87 -0.64 -1.35 -0.181
C -3.79 -0.67 -0.59 0.967
S -2.24 -0.40 -1.29 -0.549
N -3.88 -0.87 0.73 0.232
C -5.11 -1.11 1.47 -1.120
H -5.81 0.04 -3.06 0.347
H -4.82 -1.41 -3.30 0.339
H -4.03 0.16 -3.09 0.296
H -5.76 -0.89 -0.93 0.247
H -3.01 -1.00 1.22 -0.381
H -5.73 -0.22 1.46 0.390
H -4.84 -1.35 2.49 0.274
H -5.67 -1.95 1.05 0.461
```

The highest occupied orbital energy comes out at -15.0 eV. The charge is +3. Its HOMO-LUMO gap is 0.1504 Ha. The spin multiplicity is 1.

***

Record 2
Molecular formula: C7H9AlCl16I
Method: DFT, the ωB97M-V functional and the def2-TZVPD basis

The geometry in XYZ format:
```
34
Properties=species:S:1:pos:R:3:mulliken_charge:R:1
C 1.49 1.02 -1.65 -0.777
C 2.05 2.33 -2.17 -0.558
C 1.51 3.63 -1.53 -0.570
Al 2.88 4.49 -0.31 0.242
I -0.42 3.40 -0.55 -0.134
H 2.11 0.17 -1.96 0.374
H 1.48 1.05 -0.56 0.168
H 0.47 0.84 -1.98 0.261
H 1.91 2.38 -3.26 0.170
H 3.13 2.32 -2.01 0.297
H 1.23 4.33 -2.32 0.412
H 3.30 3.33 0.77 -0.270
H 2.30 5.84 0.39 -0.259
H 4.12 4.80 -1.34 -0.293
C -0.09 -1.55 1.07 0.269
Cl 1.10 -0.45 1.74 -0.100
Cl 0.69 -2.68 -0.05 -0.104
Cl -0.85 -2.48 2.39 -0.119
Cl -1.33 -0.65 0.21 0.071
C -1.24 -2.02 -4.22 0.289
Cl -1.41 -3.76 -3.95 -0.118
Cl -2.36 -1.15 -3.16 -0.034
Cl 0.40 -1.51 -3.86 -0.051
Cl -1.62 -1.65 -5.91 -0.115
C -5.57 0.18 0.49 0.319
Cl -7.00 1.12 0.06 -0.110
Cl -6.05 -1.18 1.52 -0.112
Cl -4.81 -0.44 -0.98 -0.056
Cl -4.43 1.20 1.36 -0.068
C 1.40 -4.58 6.35 0.294
Cl 1.08 -6.32 6.36 -0.110
Cl 0.61 -3.84 4.96 0.002
Cl 0.77 -3.86 7.84 -0.106
Cl 3.14 -4.31 6.25 -0.102
```

The highest occupied orbital energy comes out at -4.7 eV. The charge is -1. Its HOMO-LUMO gap is 0.2324 Ha. The spin multiplicity is 1.

***

Record 3
Molecular formula: C24H34AsF6N2O10S3
Method: DFT, the ωB97M-V functional and the def2-TZVPD basis

The geometry in XYZ format:
```
80
Properties=species:S:1:pos:R:3:mulliken_charge:R:1
As 1.72 1.64 0.43 1.977
F 2.02 0.49 1.80 -0.525
F 3.43 1.42 -0.20 -0.537
F 1.30 2.81 -0.86 -0.450
F 0.06 1.87 1.09 -0.501
F 2.22 3.01 1.51 -0.517
F 1.21 0.33 -0.62 -0.387
C -2.97 -0.36 1.29 -0.657
C -3.95 -1.27 1.69 -0.448
C -5.26 -1.12 1.30 -0.444
C -5.59 -0.09 0.47 0.118
C -4.62 0.83 0.03 -0.318
C -3.34 0.69 0.44 -0.145
N -6.94 -0.01 -0.10 0.890
O -7.02 0.53 -1.17 -0.523
O -7.92 -0.60 0.45 -0.579
H -1.95 -0.55 1.59 0.524
H -3.53 -1.99 2.38 0.363
H -6.00 -1.74 1.79 0.426
H -4.85 1.69 -0.58 0.349
H -2.57 1.34 0.04 0.424
C 4.19 -0.81 3.38 -0.461
C 4.53 -2.02 3.96 -0.206
C 4.31 -2.34 5.27 -0.529
C 3.67 -1.44 6.12 0.670
C 3.48 -0.07 5.67 -0.492
C 3.80 0.18 4.31 -0.215
N 3.21 -1.91 7.45 0.800
O 3.90 -2.70 8.20 -0.457
O 2.13 -1.44 7.71 -0.443
H 4.16 -0.61 2.31 0.588
H 4.95 -2.75 3.29 0.472
H 4.34 -3.33 5.69 0.428
H 2.99 0.78 6.13 0.435
H 3.36 1.14 4.08 0.352
C -0.02 -0.52 -3.43 -0.379
C 1.14 -1.31 -4.01 -0.906
C 2.45 -0.40 -3.90 -0.567
S 1.82 1.16 -4.50 1.007
O 1.71 1.19 -5.99 -0.683
O 2.52 2.33 -3.82 -0.617
C 0.09 1.01 -3.76 0.125
H 0.16 -0.62 -2.36 -0.105
H -0.97 -0.96 -3.74 0.482
H 0.84 -1.36 -5.06 0.405
H 1.11 -2.34 -3.67 0.450
H 3.34 -0.78 -4.40 0.492
H 2.87 -0.05 -2.96 0.183
H -0.67 1.39 -4.44 0.548
H 0.07 1.48 -2.78 -0.453
C -3.50 5.28 -2.88 -0.831
C -3.15 3.95 -2.13 -0.448
C -1.63 4.08 -1.58 -0.234
S -0.67 4.91 -2.86 1.044
O -0.40 4.02 -3.92 -0.529
O 0.41 5.69 -2.23 -0.677
C -2.23 6.03 -3.39 -0.675
H -3.98 5.93 -2.14 0.322
H -4.23 5.14 -3.68 0.338
H -3.18 3.16 -2.88 0.336
H -3.82 3.84 -1.28 0.344
H -1.20 3.13 -1.27 -0.157
H -1.79 4.87 -0.85 0.446
H -2.01 6.19 -4.44 0.466
H -2.24 6.98 -2.86 0.276
C 0.33 -5.26 1.11 -0.756
C -0.03 -3.93 0.42 -0.470
C 1.34 -3.41 -0.25 0.108
S 2.77 -4.14 0.52 0.981
O 3.67 -3.11 1.10 -0.576
O 3.33 -5.03 -0.44 -0.646
C 1.72 -5.02 1.80 -0.783
H 0.42 -6.13 0.46 0.367
H -0.37 -5.49 1.91 0.364
H -0.25 -3.22 1.22 0.194
H -0.86 -4.12 -0.27 0.351
H 1.41 -2.33 -0.20 -0.100
H 1.55 -3.65 -1.29 0.162
H 1.49 -4.27 2.57 0.330
H 2.20 -5.90 2.23 0.487
```

The highest occupied orbital energy (alpha / beta) comes out at -9.2 / -9.2 eV. Its HOMO-LUMO gap (alpha / beta) is 0.2094 / 0.0825 Ha. The spin multiplicity is 2.

***

| no. | largest force on an atom (eV/Å) |
| --- | --- |
| 1 | 3.4 |
| 2 | 0.3 |
| 3 | 4.9 |